C26H25Ge2N4O8RuS | ωB97M-V/def2-TZVPD

The expectation value of S² is 8.8002. As for the total energy: -6472.52693 Ha. The HOMO-LUMO gap (alpha / beta) comes out at 6.87 / 3.47 eV. The relative energy (zero: lowest compared OMol25 entry of this formula, charge and spin) is 7.4 kcal per mole.

Structure (ORCA input):
```
! wB97M-V def2-TZVPD RIJCOSX def2/J DEFGRID3
* xyz 2 6
N -1.18442 2.20343 -2.07139
C -3.80580 -1.52249 0.74111
C 3.11155 2.25466 1.21875
H -4.83330 -1.14783 0.66062
O -3.90427 6.17932 -0.81911
Ge -0.19937 -1.64880 -0.19625
N 3.21504 0.95486 1.67881
H 3.18494 -4.47832 2.36184
H -0.59070 -6.41244 1.54578
C 0.06470 -5.54574 1.51701
H 2.84475 -1.41224 -0.58092
H 5.78673 1.18979 3.83818
H 2.28350 -2.36989 1.44918
C -3.54660 -0.16322 -2.26787
N -3.59890 5.68747 0.29197
C -1.86580 2.71479 -0.90600
H 3.40424 -0.05794 -4.59921
C 1.37784 -5.61282 2.01371
C 1.68240 -3.26705 1.42333
H -2.72132 4.45016 -1.89691
O -0.14824 1.34689 2.40722
H 0.96956 -0.28311 -5.01528
C 4.16329 0.54291 2.57953
C -2.81404 -3.28072 -1.92125
H 4.13887 -0.52295 2.83893
Ge -2.87647 -1.52757 -1.00910
H 4.33060 -0.63194 -2.36581
H -3.24662 -0.83997 1.39285
H -1.87850 -3.80329 -1.68271
Ru 0.62868 0.68934 0.22768
H -3.72410 0.75771 -1.70094
C -0.42897 -4.36323 0.98546
H -3.80197 -2.53634 1.18054
H -2.79363 0.06332 -3.03635
H -2.71321 4.42167 2.48821
C 3.27927 -0.75079 -2.56589
C 5.05527 1.47249 3.09718
H -4.47156 -0.45309 -2.77036
C -2.48640 3.94864 1.53953
H 3.90585 4.24579 1.41906
C -2.51581 3.95163 -0.96635
C 2.17480 -4.47351 1.97104
H -3.67108 -3.89914 -1.62534
N -1.17294 2.17294 2.61467
C 4.98016 2.82104 2.65610
O -1.51573 2.55843 3.73415
O -1.52103 0.62338 0.29715
C 4.02067 3.22235 1.73550
C -1.84657 2.70842 1.45598
O -0.27433 1.25039 -1.88794
C 0.53805 -1.02672 -3.04839
O 2.32070 -0.00774 1.19300
C 1.37818 -0.56357 -4.05131
C 2.75751 -0.42635 -3.81648
C 0.38757 -3.21907 0.87562
C 1.04977 -1.28386 -1.77276
C -1.67059 1.92964 0.26994
H -1.46486 -4.34004 0.66471
H -0.52328 -1.08154 -3.25435
C -2.84117 4.48985 0.29149
O -3.89173 6.17130 1.40259
C 2.42846 -1.20813 -1.56315
H 5.66565 3.55518 3.04857
O -1.42354 2.67611 -3.17874
H 1.77158 -6.55437 2.40070
S 1.90965 2.59151 0.07693
H -2.84298 -3.12959 -3.01448
*
```